{"formula": "C5H12O5", "method": "the ωB97M-V functional and the def2-TZVPD basis", "species": ["C", "C", "C", "O", "C", "C", "O", "O", "H", "H", "H", "H", "H", "H", "H", "H", "H", "H", "O", "O", "H", "H"], "positions_angstrom": [[1.21567, 0.06653, -1.39869], [0.08072, 0.78906, -0.66169], [-0.57460, 1.80922, -1.59909], [0.58595, 1.53788, 0.41850], [-1.00983, -0.24158, -0.22806], [-1.14626, -0.81516, 1.24179], [-1.00124, -0.18601, 2.26041], [-1.73085, -2.01613, 1.19265], [1.97863, 0.79168, -1.67872], [1.64106, -0.69577, -0.74781], [0.83690, -0.40553, -2.30428], [0.18129, 2.49007, -1.98367], [-1.08787, 1.31567, -2.42056], [-1.29524, 2.40610, -1.04442], [1.14810, 0.96485, 0.95935], [-1.13786, -1.04161, -0.95507], [-1.96196, 0.29855, -0.26403], [-1.76921, -2.40235, 2.07832], [0.97251, -1.73626, 1.55764], [1.63488, -0.62395, 2.15139], [1.54796, -2.07326, 0.76999], [0.89125, -0.23199, 2.65604]], "mulliken_charge": [-1.542, 1.610, -1.812, -0.618, -0.840, 0.453, -0.655, -0.468, 0.397, 0.270, 0.371, 0.429, 0.351, 0.450, 0.409, 0.460, 0.363, 0.388, -0.316, -0.369, 0.310, 0.361], "lumo_energy_ev": 0.504, "relative_energy_ev": 2.7731, "mol_weight_g_mol": 152.15, "largest_force_ev_per_a": 2.773, "total_charge": 0, "energy_ev": -15614.3597, "smiles": "CC(C)(O)CC(=O)O.OO"}